No. 1
Molecular formula: C10H17Br2NO
Method: DFT, ωB97M-V with the def2-TZVPD basis set

```
31
Properties=species:S:1:pos:R:3:lowdin_charge:R:1
C -4.141 -2.495 2.313 -0.159
C -3.740 -3.759 3.124 -0.138
C -4.462 -3.531 4.515 -0.181
O -5.361 -2.419 4.375 -0.160
C -4.869 -1.590 3.316 -0.205
H -4.755 -2.874 1.496 0.102
H -3.331 -1.923 1.859 0.104
H -2.683 -3.950 3.310 0.097
H -4.116 -4.679 2.675 0.095
H -3.773 -3.307 5.329 0.106
H -5.098 -4.354 4.843 0.110
H -4.193 -0.898 3.819 0.113
H -5.624 -0.978 2.822 0.116
Br 1.130 -6.593 -2.606 0.516
C 2.696 -5.429 -3.281 -0.578
C 2.912 -4.255 -2.311 -0.681
Br 3.996 -2.694 -2.926 0.556
H 2.388 -4.989 -4.230 0.047
H 3.594 -6.028 -3.435 0.059
H 3.477 -4.614 -1.450 0.045
H 1.928 -3.869 -2.044 0.037
N 3.522 8.634 -2.216 -0.021
C 2.464 7.997 -1.672 -0.152
C 2.663 6.623 -1.778 -0.095
C 3.957 6.489 -2.387 -0.095
C 4.412 7.789 -2.652 -0.175
H 3.671 9.623 -2.360 0.159
H 1.557 8.537 -1.443 0.103
H 1.975 5.865 -1.431 0.087
H 4.445 5.536 -2.533 0.081
H 5.359 8.132 -3.042 0.110
```

Results
SMILES = c1cc[nH]c1.C1CCOC1.BrCCBr
HOMO-LUMO gap = 8.33 eV
total charge = 0
maximum force = 0.0795 hartree/bohr
total energy = -154266.7188 eV

***

No. 2
Molecular formula: C10H17Cl2F3O4
Method: DFT, ωB97M-V with the def2-TZVPD basis set

```
36
Properties=species:S:1:pos:R:3:lowdin_charge:R:1
C -3.855 0.331 -0.833 -0.092
C -3.407 -1.103 -0.494 -0.201
C -2.275 -1.173 0.529 -0.157
O -1.016 -1.497 -0.091 0.016
C -0.260 -0.410 -0.351 -0.606
O -0.426 0.318 -1.294 0.128
O 0.703 -0.290 0.562 0.049
C 1.748 0.635 0.221 -0.139
C 1.416 2.081 0.474 -0.166
O 1.253 2.370 1.847 -0.085
C -0.059 2.226 2.294 -0.107
C -0.038 2.158 3.810 -0.539
F 0.183 3.373 4.371 0.131
F -1.228 1.698 4.281 0.121
F 0.939 1.310 4.263 0.126
H -3.565 1.030 -0.059 0.064
H -3.412 0.643 -1.769 0.067
H -4.932 0.372 -0.940 0.064
H -3.065 -1.589 -1.395 0.111
H -4.257 -1.646 -0.096 0.101
H -2.465 -1.944 1.262 0.123
H -2.197 -0.229 1.060 0.112
H 2.058 0.487 -0.805 0.088
H 2.585 0.375 0.856 0.130
H 2.275 2.652 0.137 0.137
H 0.570 2.413 -0.120 0.129
H -0.529 1.308 1.952 0.121
H -0.684 3.063 1.987 0.148
Cl 4.261 -1.318 -1.408 0.565
C 3.210 -2.621 -2.022 -0.648
C 2.783 -2.375 -3.444 -0.655
Cl 1.682 -0.979 -3.562 0.581
H 2.348 -2.692 -1.361 0.067
H 3.777 -3.547 -1.956 0.073
H 2.243 -3.242 -3.819 0.073
H 3.637 -2.186 -4.088 0.067
```

Results
SMILES = CCCOC(=O)OCCOCC(F)(F)F.ClCCCl
HOMO-LUMO gap = 11.04 eV
total charge = 0
maximum force = 0.0256 hartree/bohr
total energy = -52033.1258 eV

***

No. 3
Molecular formula: C10H17ClO2
Method: DFT, ωB97M-V with the def2-TZVPD basis set

```
30
Properties=species:S:1:pos:R:3:lowdin_charge:R:1
O 2.413 -3.411 -0.983 0.082
Cl 5.313 -2.252 -0.915 0.616
O 1.764 -1.517 -2.028 -0.004
C 2.689 -2.413 -1.661 -0.544
C 4.079 -2.246 -2.175 -0.518
C 0.856 -1.172 -1.010 -0.209
C -2.363 1.614 2.216 -0.210
C -1.650 0.231 2.301 -0.225
C -1.734 2.559 1.165 -0.200
C 0.002 0.112 -1.376 -0.082
C -1.277 -0.252 0.946 -0.230
C -1.448 1.883 -0.235 -0.160
C -0.484 0.707 0.069 -0.303
H 4.120 -2.991 -2.955 0.096
H 4.163 -1.295 -2.720 0.085
H 0.093 -1.967 -0.899 0.124
H 1.365 -1.186 -0.008 0.141
H -3.361 1.434 1.834 0.098
H -2.215 2.118 3.274 0.141
H -2.275 -0.555 2.762 0.113
H -0.739 0.277 2.955 0.123
H -0.846 3.006 1.678 0.112
H -2.535 3.362 1.067 0.115
H 0.675 0.812 -1.894 0.110
H -0.905 -0.293 -2.002 0.149
H -0.579 -1.042 1.221 0.102
H -2.143 -0.688 0.385 0.144
H -1.046 2.568 -0.890 0.072
H -2.366 1.605 -0.734 0.114
H 0.432 0.991 0.612 0.147
```

Results
SMILES = O=C(CCl)OCCC1CCCCC1
HOMO-LUMO gap = 10.65 eV
total charge = 0
maximum force = 0.0783 hartree/bohr
total energy = -27261.9535 eV

***

No. 4
Molecular formula: C10H17F3N3OsS2
Method: DFT, ωB97M-V with the def2-TZVPD basis set

```
36
Properties=species:S:1:pos:R:3:lowdin_spin:R:1
Os 0.535 0.547 0.195 0.884
C 0.394 -1.925 2.135 0.007
C 0.512 -2.320 -0.411 0.011
N 0.564 -1.190 -1.322 0.008
C -0.598 -1.049 -2.229 -0.001
C -1.885 -0.885 -1.443 0.000
S -1.711 0.422 -0.168 -0.009
C -2.319 -0.440 1.337 0.000
C -1.371 -0.164 2.483 0.000
N 0.038 -0.454 2.077 -0.002
H 0.927 -2.145 3.057 0.000
H -0.519 -2.519 2.118 0.000
H -0.378 -2.933 -0.451 0.000
H 1.962 -1.337 0.818 0.006
H 1.426 -1.163 -1.861 0.000
H -0.698 -1.906 -2.899 0.000
H -0.407 -0.166 -2.836 0.000
H -2.168 -1.800 -0.926 0.000
H -2.706 -0.597 -2.097 0.000
H -2.405 -1.500 1.101 0.000
H -3.311 -0.048 1.554 0.000
H -1.644 -0.758 3.357 0.000
H -1.419 0.885 2.763 0.000
H 0.627 0.015 2.763 0.001
F 1.167 2.030 2.572 0.011
C 0.536 2.275 1.385 0.003
F -0.685 2.758 1.698 0.000
F 1.209 3.290 0.818 0.000
C 2.051 3.465 -3.049 0.004
C 1.565 2.448 -2.144 0.022
N 1.178 1.654 -1.412 0.003
H 2.503 4.268 -2.465 0.000
H 1.217 3.860 -3.631 0.000
H 2.795 3.034 -3.719 0.002
S 1.822 -3.523 -0.047 0.028
C 1.197 -2.130 0.882 0.023
```

Results
2S+1 = 2
HOMO-LUMO gap (spin up / spin down) = 7.52 / 7.00 eV
total charge = +2
maximum force = 0.0187 hartree/bohr
total energy = -47389.6120 eV

***

No. 5
Molecular formula: C10H17F3N3OsS2
Method: DFT, ωB97M-V with the def2-TZVPD basis set

```
36
Properties=species:S:1:pos:R:3:lowdin_spin:R:1
Os -0.069 -0.732 -0.206 0.904
C 1.990 0.176 2.001 0.005
C -0.325 1.185 2.095 0.004
N -1.243 0.806 1.079 -0.001
C -1.768 1.859 0.198 -0.001
C -0.602 2.467 -0.558 0.002
S 0.384 1.163 -1.423 -0.002
C 2.106 1.545 -0.861 0.002
C 2.768 0.274 -0.387 0.001
N 1.911 -0.407 0.617 -0.002
H 2.671 -0.381 2.645 0.000
H 2.363 1.199 1.936 0.000
H -0.153 2.231 2.320 0.000
H 0.161 -0.834 2.323 0.007
H -2.010 0.235 1.433 0.000
H -2.324 2.631 0.733 0.000
H -2.450 1.372 -0.497 0.000
H 0.088 3.025 0.071 0.000
H -0.985 3.144 -1.320 0.000
H 2.047 2.345 -0.125 0.001
H 2.655 1.921 -1.724 0.000
H 3.765 0.480 0.008 0.000
H 2.887 -0.403 -1.227 0.000
H 2.284 -1.353 0.686 0.000
F 1.783 -2.894 -0.597 0.004
C 0.893 -2.195 -1.364 0.002
F 1.607 -1.700 -2.405 0.002
F 0.053 -3.100 -1.889 0.002
C -3.867 -2.743 -1.893 0.003
C -2.778 -1.995 -1.293 0.019
N -1.913 -1.407 -0.822 0.007
H -3.501 -3.729 -2.183 0.000
H -4.224 -2.213 -2.776 0.000
H -4.679 -2.848 -1.173 0.002
S -0.108 0.700 4.041 0.025
C 0.580 0.174 2.537 0.017
```

Results
2S+1 = 2
HOMO-LUMO gap (spin up / spin down) = 7.03 / 6.51 eV
total charge = +2
maximum force = 0.0470 hartree/bohr
total energy = -47388.8083 eV

***

No. 6
Molecular formula: C10H17FN3S
Method: DFT, ωB97M-V with the def2-TZVPD basis set

```
32
Properties=species:S:1:pos:R:3:lowdin_charge:R:1
C 0.886 1.183 -0.081 -0.492
C -1.344 0.238 0.334 -0.426
C 2.065 1.872 -0.544 -0.136
C 3.252 1.098 -0.023 0.006
C 1.935 -0.801 0.228 -0.196
C -3.201 -0.375 -0.997 -0.075
C -3.621 1.123 0.889 -0.048
C -2.921 -1.457 1.190 -0.007
C 4.302 -1.020 0.499 0.005
C -2.787 -0.101 0.376 -0.617
N -0.408 -0.672 0.175 0.164
N 0.799 -0.074 0.096 -0.060
N 3.160 -0.214 0.304 -0.064
F 1.944 -2.214 0.145 0.064
S -0.717 1.861 -0.017 1.204
H 2.152 1.798 -1.654 0.113
H 1.994 2.936 -0.257 0.139
H 2.474 -0.470 -3.196 0.068
H 4.071 1.640 0.169 0.093
H 2.525 -0.132 -2.592 0.024
H -4.292 -0.720 -1.027 0.135
H -3.085 0.509 -1.658 0.104
H -2.562 -1.231 -1.308 0.106
H -4.687 0.979 0.852 0.083
H -3.461 1.476 1.945 0.110
H -3.507 1.891 0.119 0.066
H -3.918 -1.803 1.164 0.073
H -2.096 -2.094 0.756 0.095
H -2.730 -1.317 2.263 0.091
H 4.693 -1.420 -0.360 0.074
H 5.166 -0.532 1.030 0.134
H 3.918 -1.956 1.179 0.173
```

Results
HOMO-LUMO gap (spin up / spin down) = 7.08 / 7.05 eV
total charge = +1
maximum force = 0.1141 hartree/bohr
total energy = -28657.1752 eV

***

What is the total charge in the fifth record? +2